This record from OMol25 describes 2 unconnected molecules or ions with the total composition C3H7N at a distorted geometry. The level of theory is ωB97M-V with the def2-TZVPD basis set.

XYZ file:
```
11
Properties=species:S:1:pos:R:3:nbo_charge:R:1
C -1.452 -0.551 -0.061 0.158
C 1.213 0.736 -0.031 -0.672
C 0.925 -0.730 0.077 -0.362
N -1.914 0.568 0.085 -0.670
H -1.821 -1.560 -0.187 0.155
H 2.160 0.933 -0.541 0.208
H 1.242 1.207 0.948 0.211
H 0.433 1.236 -0.606 0.230
H 1.054 -1.217 1.027 0.192
H 1.088 -1.327 -0.805 0.187
H -2.927 0.705 0.094 0.362
```

Results
ΔE to the lowest compared entry with this formula, charge and spin = 73.02 kcal/mol
E_HOMO = -7.7580 eV